Entry 1:
{
  "formula": "C49H54Cl2GaN5O4P2Si2",
  "method": "ωB97M-V/def2-TZVPD",
  "species": ["H", "H", "C", "H", "C", "C", "N", "H", "H", "H", "C", "H", "H", "H", "C", "C", "H", "C", "C", "N", "H", "C", "C", "H", "H", "C", "H", "C", "H", "H", "H", "N", "O", "H", "C", "H", "C", "H", "C", "C", "C", "H", "C", "C", "H", "H", "C", "C", "H", "C", "H", "P", "H", "P", "C", "H", "C", "H", "H", "H", "H", "H", "C", "C", "H", "Cl", "C", "H", "O", "C", "Si", "H", "H", "H", "H", "H", "H", "Si", "H", "O", "C", "Ga", "C", "H", "C", "C", "C", "C", "C", "H", "H", "C", "C", "H", "H", "H", "H", "C", "C", "H", "H", "N", "C", "C", "C", "C", "N", "H", "C", "H", "C", "H", "C", "C", "Cl", "C", "C", "H", "O"],
  "positions_angstrom": [[4.311, 2.022, -5.622], [-0.576, 4.855, -4.940], [-2.232, 3.571, -2.273], [-4.815, 0.742, -1.375], [1.911, -0.171, -2.295], [-3.842, 1.301, 1.002], [0.646, -2.378, 0.795], [2.423, -4.638, -2.050], [-1.771, -3.116, 1.490], [4.776, 2.267, 2.358], [2.139, -4.375, -3.065], [1.939, -6.712, 0.366], [-0.082, 3.763, 3.823], [3.031, 1.328, 6.158], [1.534, -2.420, 3.472], [4.219, 2.840, -2.362], [3.077, 1.838, -0.828], [3.365, 1.869, -1.869], [-3.474, 2.030, 4.390], [4.786, 3.834, -1.437], [1.746, -2.105, 4.497], [0.041, -5.757, -2.833], [-1.707, -2.794, 2.525], [-3.612, 0.260, 0.810], [-2.694, 0.468, 3.136], [-3.223, 3.256, 4.984], [-4.187, -1.785, -0.811], [2.932, 1.494, 5.091], [-3.221, 3.574, -1.830], [-3.985, 3.735, 5.588], [2.523, 2.110, 1.312], [-0.433, -2.547, -1.718], [4.529, 3.727, -0.248], [-1.732, 0.859, -3.919], [1.321, -4.688, 0.533], [-3.716, -2.460, -2.371], [-2.007, 4.288, -3.445], [2.321, -2.045, 2.820], [-3.334, -1.964, -1.473], [-1.994, 3.877, 4.785], [0.298, 3.618, -3.413], [0.710, -4.787, -5.357], [-5.266, 2.975, 1.978], [2.261, -5.678, 0.336], [5.027, 1.865, 4.793], [-2.823, 4.833, -3.905], [2.974, -3.027, 0.284], [-2.497, 1.416, 3.615], [-1.040, -5.783, -2.982], [1.540, 1.595, 3.123], [4.329, -6.116, -0.100], [-0.040, 1.333, 2.235], [-4.436, 1.548, 4.520], [-1.325, 1.823, -0.160], [3.213, 0.983, -4.096], [-0.524, -2.278, 5.330], [-3.221, 3.609, 0.884], [-1.794, 4.844, 5.233], [-2.367, -0.725, -4.378], [-0.745, -0.579, -3.667], [2.808, 0.225, -4.753], [0.817, 1.167, 5.099], [2.860, 0.926, -2.754], [-0.747, 4.304, -4.023], [-6.160, 3.246, 2.529], [3.570, -1.388, 0.427], [3.924, -4.001, 0.057], [-4.560, 4.998, 1.816], [5.488, 4.724, -1.916], [4.051, 1.796, 4.326], [-0.160, -1.769, 2.918], [-0.825, -4.061, -4.837], [-1.808, -1.170, 4.869], [0.252, -5.967, -1.783], [-5.670, 0.867, 2.033], [-4.620, 0.261, -3.062], [1.291, 3.629, -3.849], [-2.560, -0.301, -1.923], [0.498, -6.533, -3.451], [1.345, 0.083, -1.181], [0.618, -4.397, -3.237], [0.082, -0.754, 0.094], [0.017, -3.361, -2.384], [5.233, 3.709, -4.031], [-4.120, 0.744, -2.214], [3.915, 2.014, 2.962], [4.572, 2.922, -3.700], [3.585, -5.349, 0.075], [2.664, 1.916, 2.370], [-0.196, -0.557, 5.230], [-1.803, -3.669, 3.174], [-1.199, 2.870, -1.664], [-2.952, 2.278, 0.567], [4.949, -3.691, -0.102], [1.572, -3.513, 3.436], [-2.547, -2.128, 2.751], [0.872, 2.400, -1.725], [0.072, 2.919, -2.240], [1.684, 1.397, 4.493], [2.575, -5.105, -3.753], [2.528, -3.385, -3.288], [-1.496, 0.258, -0.679], [-1.029, 3.267, 4.001], [-0.061, 2.198, 0.821], [-0.743, -1.372, 4.749], [-4.994, 1.645, 1.697], [-0.264, -0.254, 2.027], [-3.925, 1.776, -2.504], [-4.371, 3.958, 1.574], [0.633, -3.061, -4.940], [1.571, -3.268, 0.525], [-2.502, 4.372, 0.605], [-1.262, 2.019, 3.421], [-1.761, -0.199, -3.632], [-0.325, -5.215, 0.821], [0.256, -4.052, -4.688], [4.055, 1.980, -4.571], [-2.654, -2.646, -0.971], [1.753, -1.120, -3.057]],
  "mulliken_charge": [0.375, 0.365, -0.443, 0.264, -0.326, -0.749, 0.352, 0.186, -0.079, 0.438, -1.226, 0.360, 0.475, 0.384, -1.252, -0.301, 0.244, 0.334, -1.101, 1.117, 0.468, -1.600, -1.011, 0.282, 0.741, -0.759, 0.286, -0.866, 0.263, 0.346, -0.064, 0.423, -0.591, 0.235, 0.765, 0.382, -0.679, 0.171, -1.095, -0.756, -0.196, 0.456, -0.672, -0.233, 0.365, 0.379, 0.837, 0.050, 0.336, -0.325, 0.289, 2.326, 0.468, 1.869, -0.461, 0.474, -0.794, 0.385, 0.397, -0.061, 0.516, 0.192, 0.329, -0.832, 0.367, -0.253, -0.540, 0.387, -0.685, -0.628, 1.249, 0.352, 0.292, 0.211, 0.391, 0.505, 0.330, 0.939, 0.422, 1.470, 2.533, -1.598, -1.255, 0.488, -1.359, -0.422, -0.536, -0.781, -0.263, 0.332, 0.404, -0.206, 0.762, 0.407, 0.331, 0.211, -0.461, 0.294, -0.025, 0.532, 0.096, 0.790, -1.243, -1.700, -1.483, -0.551, 1.074, 0.324, -0.801, 0.251, -2.019, 0.518, 0.273, -0.816, -0.180, -1.831, -0.747, 0.092, -0.696],
  "total_energy_ha": -6581.3747,
  "mol_weight_g_mol": 1035.751,
  "largest_force_ha_per_bohr": 0.0152,
  "total_charge": -2
}



Entry 2:
{
  "formula": "C26H29F5MgN6S5",
  "method": "ωB97M-V/def2-TZVPD",
  "species": ["N", "H", "C", "H", "F", "H", "H", "N", "N", "H", "N", "H", "H", "C", "C", "H", "H", "N", "C", "H", "C", "H", "C", "H", "C", "C", "H", "F", "H", "C", "H", "H", "C", "C", "S", "H", "H", "H", "H", "C", "F", "S", "S", "H", "C", "S", "C", "F", "C", "H", "C", "C", "H", "F", "Mg", "C", "H", "C", "C", "C", "N", "C", "H", "C", "C", "H", "H", "C", "S", "C", "H", "H"],
  "positions_angstrom": [[4.197, -0.849, -2.662], [3.320, -0.685, 3.238], [-2.346, 1.090, 2.237], [5.017, 0.830, -1.726], [-3.009, -0.783, 0.937], [0.806, -1.907, 3.906], [3.326, -2.243, -3.954], [3.656, 1.479, -3.178], [1.351, -0.493, 2.486], [-5.513, 0.366, -2.878], [-1.067, 0.774, 1.961], [1.714, 2.047, -2.610], [2.425, 1.711, -4.858], [-4.806, 0.940, -2.289], [-4.716, 0.491, 1.897], [4.566, -1.205, -4.695], [-6.241, 1.746, 2.786], [1.967, 0.023, -2.188], [2.684, -1.041, 2.409], [2.640, -2.131, 2.442], [-2.862, 2.168, 3.003], [1.295, -0.339, 4.611], [-3.040, 2.417, -0.757], [3.362, -0.588, -0.762], [2.500, 1.378, -2.258], [3.030, -0.883, -1.752], [2.815, 1.697, -1.260], [-6.526, 2.505, -1.804], [2.634, -1.896, -1.700], [3.202, 1.031, -4.505], [-0.486, 1.627, -0.966], [0.039, 2.599, 2.136], [-2.547, 1.251, -1.377], [1.340, 0.933, 2.181], [-2.784, -5.135, 1.062], [-0.290, -0.538, 3.794], [1.139, -1.393, -3.487], [-3.152, -0.382, -2.635], [-0.795, 0.239, -2.074], [0.760, -0.826, 3.773], [-5.597, -0.353, 1.340], [-0.092, -2.605, -1.185], [-3.854, -7.122, -0.909], [1.523, 1.037, 1.099], [1.543, -0.382, -3.533], [-1.970, -4.913, -1.632], [-4.214, 2.380, 3.176], [-2.023, 3.070, 3.584], [-4.360, 2.839, -0.892], [5.531, 0.579, -3.406], [-1.235, -3.754, -0.542], [-3.382, 0.277, 1.703], [-0.074, 1.660, 3.612], [-4.592, 3.454, 3.906], [-0.789, -0.685, 0.480], [3.723, -1.229, -4.000], [4.050, 1.077, -5.196], [-1.614, -3.860, 0.752], [-1.165, 0.795, -1.208], [-3.482, 0.534, -2.153], [2.670, -0.334, -4.496], [-2.916, -5.795, -0.510], [3.162, -0.745, 1.480], [-5.224, 2.091, -1.658], [0.009, 1.573, 2.524], [-4.716, 3.740, -0.405], [-2.364, 3.000, -0.136], [-5.185, 1.561, 2.644], [-1.032, -2.903, 2.077], [4.681, 0.531, -2.721], [0.759, 0.295, -3.874], [2.142, 1.480, 2.708]],
  "mulliken_charge": [0.003, 0.395, -0.062, 0.318, -0.250, 0.466, 0.351, -0.040, 0.825, 0.388, 0.139, 0.323, 0.368, -0.783, 0.096, 0.340, 0.460, 0.838, -1.076, 0.259, 0.478, 0.311, 0.053, 0.147, -0.686, -0.829, 0.107, -0.399, 0.294, -0.744, 0.245, 0.523, 0.289, -0.426, -0.138, 0.291, 0.158, 0.389, 0.343, -1.453, -0.371, -0.383, -0.406, -0.300, -0.725, -0.136, 0.260, -0.403, -0.880, 0.368, 0.002, 0.252, 0.500, -0.382, 1.020, -0.664, 0.341, 0.069, -1.524, -0.092, 0.015, 0.078, 0.220, 0.684, -1.349, 0.382, 0.283, -0.678, -0.539, -0.703, 0.294, 0.459],
  "total_energy_ha": -4027.1587,
  "mol_weight_g_mol": 705.190,
  "largest_force_ha_per_bohr": 0.0122,
  "total_charge": -2
}



Entry 3:
{
  "formula": "C30H24Cl5CrN3O2P",
  "method": "ωB97M-V/def2-TZVPD",
  "species": ["O", "H", "C", "C", "H", "C", "H", "C", "C", "H", "Cl", "C", "P", "C", "C", "H", "H", "C", "C", "H", "C", "H", "C", "C", "C", "H", "H", "H", "C", "Cl", "H", "C", "C", "C", "H", "H", "C", "Cl", "N", "Cl", "C", "N", "H", "H", "H", "H", "H", "C", "Cr", "C", "H", "C", "H", "C", "H", "C", "C", "C", "C", "Cl", "N", "C", "H", "O", "H", "C"],
  "positions_angstrom": [[1.332, -1.425, -3.047], [-2.810, 1.659, 3.569], [1.750, -5.243, -0.607], [-2.932, -1.684, 0.824], [-1.161, -5.499, 0.850], [-0.320, 3.151, -0.999], [-2.029, 1.402, 1.255], [-0.500, 4.273, -3.130], [2.549, 0.038, -1.912], [-0.228, -5.675, -1.338], [-2.021, -2.552, 2.037], [4.917, 2.575, -0.625], [0.380, 1.744, -0.063], [-0.282, -6.030, 1.237], [0.629, -6.217, -0.915], [0.769, -1.184, -3.796], [0.802, 2.621, -2.765], [-1.262, 4.023, -0.470], [2.753, 3.188, 0.216], [-1.889, 5.909, -3.215], [-3.066, -0.388, -1.101], [1.136, 2.804, 4.774], [-0.892, 2.273, 4.317], [-1.779, 1.878, 3.325], [-1.824, 5.013, -1.269], [4.532, 4.347, 0.515], [-2.554, 5.690, -0.845], [2.021, -4.648, -1.477], [-4.321, -1.616, 0.955], [-2.144, 0.405, -2.417], [2.630, -5.776, -0.245], [-0.011, 2.034, 1.683], [0.435, 2.520, 4.000], [-1.450, 5.138, -2.597], [5.976, 2.763, -0.731], [1.610, -5.543, 2.152], [-5.077, -0.897, 0.021], [-5.119, -2.399, 2.258], [1.354, -0.248, -2.242], [-6.782, -0.795, 0.173], [0.967, -3.116, 0.217], [0.669, -2.022, -0.014], [0.368, -4.292, 2.358], [-0.587, -6.643, 2.083], [0.961, -6.962, -1.636], [4.964, 0.786, -1.797], [-0.194, 4.371, -4.164], [-4.440, -0.258, -1.039], [-0.384, -0.574, -0.941], [0.059, 3.286, -2.337], [1.922, 2.573, 2.471], [-1.337, 1.745, 2.019], [-1.560, 3.948, 0.568], [4.110, 3.452, 0.076], [2.128, 3.896, 0.747], [4.346, 1.457, -1.214], [0.877, 2.400, 2.688], [0.773, -5.034, 1.674], [-2.262, -1.069, -0.216], [-5.297, 0.649, -2.215], [1.301, -4.346, 0.477], [2.983, 1.191, -1.090], [-1.231, 2.373, 5.340], [0.235, -6.909, 0.253], [3.335, -0.583, -2.335], [2.170, 2.050, -0.328]],
  "mulliken_charge": [-0.528, 0.458, -0.605, 1.295, 0.298, 0.770, 0.542, -0.716, -0.639, 0.303, -0.227, -0.747, 1.615, -0.411, -0.488, 0.320, 0.258, -0.376, -0.670, 0.412, 1.559, 0.434, -0.638, -0.761, -0.721, 0.430, 0.442, 0.422, -0.325, -0.165, 0.282, 0.737, -0.681, -0.581, 0.426, 0.277, 0.777, -0.165, 0.389, -0.169, 0.375, -0.289, 0.433, 0.373, 0.363, 0.385, 0.443, -0.723, -0.343, -0.353, 0.522, -0.838, 0.420, -0.932, 0.708, -0.839, -0.609, -0.627, -1.396, -0.170, -0.101, 0.752, 0.406, -0.389, 0.333, 0.264],
  "total_energy_ha": -5158.8777,
  "mol_weight_g_mol": 718.776,
  "largest_force_ha_per_bohr": 0.0108,
  "total_charge": 1,
  "spin_multiplicity": 5
}